1.
The following is a quantum chemistry calculation of C12H27CsN3O2Ta as an isolated structure in a non-equilibrium geometry, from OMol25.

Geometry as XYZ:
```
46
Properties=species:S:1:pos:R:3:forces:R:3:nbo_charge:R:1
N -1.066556 -1.441287 0.012567 -0.281 -1.008 2.605 -0.87
C -1.535688 -2.132015 0.909623 -1.269 -2.614 -0.770 0.85
O -2.153690 -3.052651 1.405176 2.211 3.320 -0.129 -0.54
Cs -3.049174 -3.444085 -1.155278 -0.816 -0.727 -1.228 0.99
Ta 0.061491 0.198608 -0.198064 -0.616 -1.011 0.466 2.36
N -1.560414 1.263022 -0.100393 1.787 0.839 -1.047 -0.71
N 0.807709 -0.346443 -1.931700 -0.266 1.187 0.624 -0.72
C -2.876190 1.362604 0.564950 0.171 -0.154 0.437 0.12
C 1.918739 -1.342387 -2.059092 0.212 0.337 -0.020 0.11
C -3.803055 0.321627 -0.045365 -0.478 -0.104 -0.154 -0.60
C -3.493375 2.748730 0.421053 -0.222 0.073 -0.020 -0.63
C -2.641894 1.072563 2.046763 -0.300 0.198 0.281 -0.61
C 2.152502 -1.704791 -3.521980 0.199 -0.154 -0.072 -0.63
C 3.167083 -0.694743 -1.467010 0.430 -0.106 -0.057 -0.62
C 1.579407 -2.616148 -1.301901 0.109 -0.468 0.043 -0.61
H -3.873920 0.443045 -1.135753 -0.003 0.016 0.265 0.22
H -4.806615 0.453682 0.385365 0.270 -0.152 -0.176 0.25
H -3.468718 -0.699443 0.179490 -0.122 0.310 0.005 0.17
H -2.890079 3.519221 0.913869 -0.185 -0.119 -0.113 0.22
H -4.472385 2.731567 0.920767 0.287 0.093 -0.195 0.25
H -3.652475 3.013033 -0.630488 0.011 0.026 0.184 0.23
H -2.250240 0.060662 2.209507 -0.101 0.146 0.001 0.19
H -3.597504 1.170953 2.582673 0.374 -0.095 0.020 0.25
H -1.925318 1.796197 2.461580 -0.236 -0.184 -0.021 0.22
H 1.228301 -2.065032 -3.988017 0.172 0.072 -0.024 0.22
H 2.888159 -2.517542 -3.564068 -0.166 0.190 -0.012 0.25
H 2.563046 -0.865179 -4.091163 -0.105 -0.206 0.022 0.23
H 3.414896 0.220164 -2.023829 0.072 -0.259 0.167 0.22
H 4.002123 -1.407746 -1.548295 -0.113 0.417 0.096 0.24
H 3.023795 -0.429708 -0.405811 0.108 -0.178 -0.331 0.20
H 1.408852 -2.458996 -0.227118 0.084 -0.018 -0.182 0.20
H 2.439652 -3.300371 -1.405730 -0.421 0.220 0.173 0.25
H 0.701055 -3.116746 -1.737447 0.199 0.159 0.150 0.20
C 0.653029 0.617306 -3.031437 -0.154 -0.230 -0.626 -0.44
H -0.325577 1.112532 -2.975947 0.225 0.008 0.061 0.21
H 1.455468 1.369333 -3.019312 -0.206 -0.170 -0.120 0.21
H 0.677571 0.086165 -3.989822 -0.106 0.342 0.179 0.24
C -0.868770 2.497728 -0.576353 -1.297 0.270 0.108 -0.43
H -0.968097 3.316440 0.153637 0.463 -0.363 -0.194 0.26
H 0.238008 2.321775 -0.714914 -0.100 0.278 -0.157 0.19
H -1.290973 2.839834 -1.536003 0.555 -0.111 0.204 0.24
C 1.812993 -0.003105 2.556033 0.257 0.106 0.266 -0.25
O 1.182459 0.206744 1.278892 -0.306 -0.218 -0.139 -0.77
H 1.202874 -0.698901 3.146620 0.169 0.169 -0.254 0.21
H 1.892125 0.949574 3.094374 -0.103 -0.215 -0.276 0.22
H 2.821801 -0.410727 2.401921 -0.395 0.087 -0.041 0.22
```
Forces are in eV/Å.

Output
maximum force = 3.99 eV Å⁻¹
E_LUMO (alpha / beta) = -6.68 / -6.68 eV
charge = +2
HOMO-LUMO gap (alpha / beta) = 8.9 / 8.9 eV
electronic energy = -864.8791 a.u.

***

2.
The following is a quantum chemistry calculation of a 2-piece molecular cluster, C4H6N2O overall in a non-equilibrium geometry, from OMol25.

Geometry as XYZ:
```
13
Properties=species:S:1:pos:R:3:forces:R:3:nbo_charge:R:1
N -0.078817 2.758828 0.008724 0.034 -0.469 0.241 -0.51
C 0.270991 1.648001 0.336547 -0.120 0.429 -0.203 0.39
O 0.140673 0.653036 1.205941 0.075 0.120 0.030 -0.50
C -0.741011 -0.421928 0.842159 -0.165 -0.151 -0.022 -0.05
C -0.028238 -1.496740 0.015465 0.009 -0.051 0.036 -0.55
C 0.024543 -1.198351 -1.419877 0.010 0.191 -0.951 0.27
N 0.033611 -0.972364 -2.553778 0.004 -0.199 1.098 -0.30
H 0.976494 2.041943 -0.649872 0.123 -0.063 -0.121 0.39
H 1.386751 1.099030 -0.496591 -0.042 0.069 0.051 -0.09
H -1.617211 -0.022350 0.322660 0.123 -0.049 0.073 0.21
H -1.052495 -0.848279 1.796720 0.042 0.046 -0.137 0.21
H 0.989455 -1.627481 0.397313 -0.137 -0.006 -0.062 0.27
H -0.551288 -2.451064 0.141750 0.044 0.134 -0.033 0.26
```
Forces are in eV/Å.

Output
ΔE to the lowest compared entry with this formula, charge and spin = 142.3 kcal per mole
maximum force = 1.12 eV Å⁻¹
E_LUMO = 0.49 eV
HOMO-LUMO gap = 9.9 eV
electronic energy = -340.5681 a.u.

***

3.
The following is a quantum chemistry calculation of C40H105F3N5O22V as an isolated structure in a non-equilibrium geometry, from OMol25.

Geometry as XYZ:
```
176
Properties=species:S:1:pos:R:3:forces:R:3:lowdin_charge:R:1
O 14.138397 0.657695 14.467782 -1.689 0.281 2.624 -0.19
V 13.024263 0.917114 15.551923 -0.855 1.628 -4.135 1.27
C 10.869199 3.011607 13.809622 1.049 1.705 -1.415 -0.29
O 11.753276 3.973090 13.217623 0.025 -1.503 0.682 -0.13
O 11.662195 2.005204 14.246657 1.029 -1.621 2.846 -0.10
C 9.960868 3.877283 14.780983 -0.604 0.404 -0.111 -0.50
F 8.652550 3.766444 14.535217 0.457 -0.594 -0.240 0.16
F 10.128419 3.540618 16.081715 0.236 -0.258 0.481 0.11
F 10.233125 5.177568 14.692738 0.281 -0.345 0.102 0.16
C 11.274424 4.592361 12.051275 -0.641 1.735 -1.121 -0.23
C 12.117941 5.834317 11.778547 -0.610 -0.367 0.797 -0.03
H 13.187053 5.675534 11.668967 0.070 -0.140 -0.223 0.08
H 11.673637 6.328919 10.917973 0.300 0.116 -0.057 0.06
H 11.924825 6.445795 12.665738 0.417 0.338 -0.233 0.07
H 10.289516 5.029841 12.262222 -0.193 -0.402 -0.172 0.12
H 11.191240 3.960592 11.162206 0.188 -0.539 0.331 0.14
H 10.256685 2.580168 13.004269 -0.414 -0.006 0.203 0.19
C 1.671324 7.813488 7.469134 -0.699 1.378 0.683 -0.11
O 1.891990 7.551189 8.842578 0.692 -0.296 0.105 -0.18
C 1.688027 6.200268 9.149613 -1.313 -1.153 -1.064 -0.28
C 1.297317 5.967966 10.570302 1.264 0.820 1.237 -0.18
N 2.481649 6.107771 11.473405 -0.655 -0.046 -0.126 -0.07
C 2.975535 4.850474 11.992527 -0.121 0.176 -0.075 -0.23
C 4.097555 5.069761 12.973873 -0.177 0.605 -1.027 -0.25
O 4.542698 3.814875 13.403797 -0.397 0.599 -0.398 -0.16
C 5.560774 3.968867 14.306462 1.247 -0.796 1.424 -0.16
H 2.055589 8.819827 7.287973 0.457 -0.256 -0.180 0.09
H 0.590369 7.965317 7.345123 0.020 -0.645 -0.432 0.09
H 2.099661 7.073174 6.800188 0.015 -0.085 -0.076 0.09
H 2.518465 5.525789 8.880238 0.375 0.460 0.105 0.13
H 0.866644 5.791823 8.528845 -0.037 0.344 0.020 0.12
H 0.863155 4.973276 10.647709 -0.015 -0.028 0.201 0.12
H 0.606215 6.728443 10.938202 -0.446 -0.200 -0.468 0.12
H 3.177125 6.646360 10.972139 0.218 -0.153 0.118 0.10
H 3.330150 4.162886 11.209825 -0.128 -0.165 0.104 0.13
H 2.153765 4.399800 12.553179 -0.014 -0.269 -0.212 0.13
H 3.760433 5.744062 13.770893 0.025 -0.295 0.269 0.13
H 4.914736 5.594803 12.449865 0.095 -0.010 0.116 0.12
H 5.234724 4.347420 15.284173 -0.283 -0.088 0.018 0.10
H 6.396776 4.626648 14.034775 -0.239 0.156 -0.684 0.07
H 5.976739 2.972328 14.445960 0.106 -0.022 0.297 0.08
C 14.763814 4.549138 6.570682 -0.366 0.926 -0.569 -0.11
O 13.762813 4.553291 7.561309 -0.357 -0.074 0.296 -0.20
C 12.695419 5.483057 7.390698 0.482 -1.047 1.806 -0.23
C 11.781457 5.069629 6.280721 -0.902 0.742 -2.094 -0.21
N 10.486731 5.749203 6.333709 -0.649 0.512 0.033 -0.07
C 10.495522 7.210678 6.299790 1.026 0.165 1.255 -0.21
C 9.177735 7.813673 5.909829 -0.124 -0.625 -1.692 -0.26
O 8.283772 7.855368 6.978914 0.119 0.632 0.166 -0.19
C 6.936708 8.047717 6.582214 0.200 -0.938 0.006 -0.09
H 14.810881 3.572816 6.095370 0.370 -0.167 0.195 0.09
H 15.695333 4.898456 7.015195 0.245 -0.430 -0.067 0.08
H 14.527219 5.263043 5.767870 0.029 -0.064 0.099 0.09
H 13.107371 6.501802 7.421270 -0.270 0.000 -0.822 0.13
H 12.152782 5.400671 8.344796 -0.142 0.007 -0.199 0.12
H 11.500416 4.018387 6.210154 0.646 -0.248 0.815 0.13
H 12.257265 5.255186 5.296700 0.157 0.166 0.232 0.12
H 9.869213 5.465240 5.581759 0.319 -0.421 -0.045 0.11
H 11.306095 7.672296 5.705697 -0.204 -0.477 -0.380 0.13
H 10.752641 7.534389 7.322704 -0.270 0.199 -0.152 0.11
H 8.721424 7.222292 5.084767 0.156 -0.299 0.298 0.12
H 9.387325 8.737115 5.340159 -0.370 0.506 0.945 0.13
H 6.597335 7.146387 6.049797 -0.015 0.169 -0.151 0.09
H 6.805058 8.911163 5.928425 -0.047 0.176 0.216 0.09
H 6.357745 8.088134 7.500262 -0.111 0.428 -0.042 0.09
C 16.625278 13.369503 8.751654 -0.381 0.626 -0.965 -0.10
O 16.429222 14.168742 9.893115 2.202 -1.779 0.078 -0.16
C 15.166685 14.607518 10.089034 -2.469 2.328 0.403 -0.27
C 13.945161 13.711156 9.994387 0.460 -1.399 -1.633 -0.22
N 13.526785 13.030748 11.189673 -2.099 0.479 0.379 -0.07
C 14.507264 12.413577 12.014139 0.941 -1.513 -0.924 -0.19
C 14.917088 11.117293 11.285015 0.473 0.601 1.021 -0.21
O 13.728999 10.436639 10.982258 -0.536 -1.180 0.003 -0.20
C 13.955192 9.100075 10.606977 1.246 -0.634 -0.758 -0.11
H 17.679362 13.191552 8.568888 0.166 -0.190 0.603 0.09
H 16.307310 13.902562 7.837313 -0.243 0.006 0.202 0.10
H 16.046649 12.446708 8.796612 0.304 -0.144 -0.033 0.06
H 14.981219 15.449111 9.408076 -0.082 -0.007 -0.320 0.12
H 15.127953 15.093384 11.069038 0.181 -0.148 0.130 0.13
H 14.098964 12.944875 9.202155 0.405 0.238 0.022 0.11
H 13.112766 14.246123 9.526987 -0.003 0.421 0.669 0.12
H 12.894735 12.262113 10.880440 0.433 1.081 0.604 0.12
H 14.106557 12.127310 12.984968 -0.205 0.238 0.074 0.10
H 15.416647 12.989335 12.176909 -0.150 0.370 -0.053 0.12
H 15.562005 10.539043 11.953065 0.138 -0.307 -0.206 0.13
H 15.416706 11.357003 10.347278 0.372 -0.096 0.045 0.10
H 14.139555 8.396136 11.425200 -0.557 0.213 0.394 0.06
H 14.893297 8.968489 10.037671 -0.045 0.540 -0.079 0.08
H 13.209990 8.724922 9.909715 -0.572 0.190 0.329 0.08
C 8.174526 7.085194 16.788128 -0.329 -0.466 -0.076 -0.12
O 8.458778 8.391474 16.382630 0.560 -0.094 0.090 -0.20
C 7.403443 9.006699 15.680890 -0.313 0.081 0.091 -0.23
C 7.932202 10.086659 14.769282 -0.861 1.292 0.281 -0.22
N 8.340624 9.690177 13.427681 -0.376 -0.270 1.238 -0.03
C 9.579091 8.933049 13.465318 0.209 0.021 -0.587 -0.22
C 10.056442 8.660729 12.072152 0.499 0.253 -0.323 -0.24
O 9.168206 7.772301 11.402824 0.394 1.190 0.474 -0.17
C 9.363761 7.811735 10.009570 0.375 -2.201 -0.282 -0.12
H 8.512184 6.353864 16.043229 -0.176 0.055 -0.169 0.07
H 7.095046 6.974740 16.926718 0.040 -0.257 0.180 0.09
H 8.687478 6.821076 17.713655 0.003 0.352 0.138 0.08
H 6.687418 9.431051 16.400271 0.136 0.078 0.033 0.13
H 6.808512 8.291189 15.089678 0.295 -0.148 -0.023 0.12
H 8.681909 10.690017 15.287080 0.317 -0.293 -0.104 0.13
H 7.095795 10.791732 14.665361 0.039 -0.062 -0.218 0.12
H 7.534400 9.134660 13.151142 0.525 -0.267 -0.790 0.11
H 9.597499 7.985057 14.024563 -0.370 0.058 0.152 0.12
H 10.335308 9.575597 13.920847 -0.146 0.033 0.170 0.11
H 11.088615 8.276890 12.121487 -0.223 -0.241 -0.144 0.08
H 10.147333 9.598591 11.503472 -0.303 -0.046 0.164 0.13
H 10.063648 6.985587 9.796274 0.008 0.048 -0.436 0.06
H 9.829161 8.674807 9.534305 -0.503 0.568 0.507 0.09
H 8.425629 7.504499 9.561698 -0.077 0.421 -0.356 0.08
C 10.909029 10.294935 20.865738 -0.182 0.365 -0.543 -0.12
O 11.590081 9.833056 19.722696 -0.239 0.390 -1.032 -0.19
C 10.895277 8.762873 19.094908 0.490 -1.170 2.444 -0.24
C 11.575691 8.296814 17.847313 -0.481 0.560 -0.635 -0.21
N 12.930898 7.775209 18.037084 0.355 0.361 -0.691 -0.03
C 13.323580 6.902894 16.930081 0.282 -0.016 -0.158 -0.20
C 13.182922 7.489549 15.494260 -0.199 -0.472 0.874 -0.22
O 13.323443 8.895357 15.514149 -0.205 -0.316 0.575 -0.17
C 13.213191 9.378623 14.201098 1.332 -1.008 -0.685 -0.07
H 11.093488 9.612982 21.698293 -0.230 0.151 0.219 0.09
H 9.838874 10.417655 20.644789 -0.016 -0.389 0.228 0.09
H 11.237846 11.313622 21.067135 0.411 -0.188 0.261 0.09
H 9.818423 8.954684 19.013315 0.140 0.398 -0.626 0.11
H 10.946712 7.952223 19.858879 -0.118 -0.166 -0.440 0.13
H 11.580666 9.154650 17.161793 -0.036 -0.243 -0.153 0.13
H 10.956917 7.519521 17.386404 -0.064 0.049 0.077 0.10
H 13.526493 8.587906 17.880216 0.084 -0.058 0.654 0.11
H 12.768269 5.959941 17.010454 -0.244 0.074 -0.202 0.10
H 14.369152 6.600334 17.045490 0.022 0.293 0.328 0.11
H 12.199929 7.172747 15.104822 0.029 0.390 -0.235 0.11
H 13.967761 7.020358 14.883143 -0.177 0.230 -0.164 0.10
H 13.968434 8.794982 13.646372 -0.240 0.289 -0.493 0.08
H 13.513509 10.415705 14.090276 -0.432 0.130 0.464 0.08
H 12.239229 9.139222 13.784161 -0.146 0.329 -0.113 0.06
O 13.179909 1.574114 11.781767 -0.429 0.122 0.557 -0.05
H 12.672965 1.931304 12.536699 0.558 -0.148 -0.695 -0.02
H 13.471229 2.346605 11.287926 0.052 0.007 -0.055 0.04
O 14.446566 4.696404 13.980896 -0.502 -0.252 0.084 -0.03
H 13.494218 4.762780 13.796572 0.190 -0.068 -0.107 0.03
H 14.485460 4.227507 14.816870 0.270 0.096 0.143 0.05
O 11.566902 1.588724 17.168036 1.005 -0.772 0.007 -0.05
H 10.889389 2.244251 16.963762 -0.209 0.314 -0.397 0.04
H 11.507631 1.422503 18.116298 0.086 -0.069 0.106 0.10
C 7.435652 3.117185 10.323024 -0.749 0.832 -0.052 -0.26
C 8.244619 4.006169 9.423839 0.230 0.566 -0.169 -0.26
O 9.183689 3.238760 8.675440 -0.100 0.339 0.186 -0.06
O 6.493072 2.361159 9.583677 0.334 -0.388 0.251 -0.05
H 6.849375 3.792476 10.956223 -0.073 -0.169 0.053 0.12
H 8.050506 2.518789 11.002350 0.150 -0.219 -0.207 0.11
H 8.714186 4.821163 10.003127 0.284 -0.380 0.115 0.10
H 7.589774 4.549955 8.730556 -0.243 -0.294 0.120 0.13
H 9.409129 3.807505 7.931032 0.334 -0.106 -0.184 0.06
H 6.984786 1.690567 9.095203 -0.081 0.061 -0.073 0.09
C 7.338433 0.988036 16.834617 -0.731 0.653 0.684 -0.25
C 7.508881 -0.518930 16.723138 -0.524 0.985 1.686 -0.29
O 6.907766 -1.091361 15.620846 0.238 -0.192 -0.672 -0.02
O 5.980146 1.389141 16.658414 0.084 -0.104 -0.745 -0.07
H 7.947504 1.565013 16.139358 -0.207 -0.033 -0.302 0.10
H 7.577700 1.328106 17.855015 0.656 -0.334 -0.123 0.12
H 7.008744 -0.862646 17.645320 0.348 -0.473 -0.015 0.12
H 8.575157 -0.717369 16.814850 0.044 -0.529 -0.365 0.11
H 5.978922 -0.836023 15.661255 -0.002 0.005 -0.285 0.10
H 5.411344 0.937728 17.291258 0.126 0.036 0.156 0.10
C 17.481625 6.719290 10.780573 0.471 -1.100 0.485 -0.23
C 16.737392 5.765056 11.686036 -1.448 -0.805 0.692 -0.24
O 16.003664 6.539835 12.641574 0.000 -0.167 0.467 -0.11
O 18.796619 6.934007 11.289045 -0.011 0.276 -0.300 -0.06
H 16.909941 7.643407 10.700996 -0.001 0.031 -0.220 0.11
H 17.616730 6.219842 9.821784 0.002 0.345 -0.190 0.12
H 17.383665 5.019499 12.165332 0.588 0.588 0.130 0.12
H 16.003277 5.073494 11.234268 0.112 0.571 -0.859 0.11
H 15.484820 5.926225 13.203663 0.494 0.441 -0.355 0.02
H 18.767490 7.553440 12.023084 -0.145 0.007 0.045 0.09
```
Forces are in eV/Å.

Output
maximum force = 4.53 eV Å⁻¹
E_LUMO (alpha / beta) = -7.95 / -6.35 eV
charge = +1
expectation value of S² = 1.163
HOMO-LUMO gap (alpha / beta) = 1.5 / 3.1 eV
multiplicity = 2
electronic energy = -4758.9640 a.u.

***

Question: What is the formula in the first record?
Answer: C12H27CsN3O2Ta